*one*
Computed, not measured: a 6-piece molecular cluster, C36H90N6O12 overall, with ωB97M-V/def2-TZVPD.

The net charge is 0. The HOMO energy comes out at -8.3 eV. The LUMO energy comes out at 0.6890 eV.

Each line ends with the Löwdin charge.
Atoms and positions in Å:
C (4.0456, -8.0310, -7.1654)  -0.12
O (4.1543, -8.2518, -5.7922)  -0.20
C (5.2547, -7.5714, -5.1694)  -0.20
C (4.9545, -7.5882, -3.6826)  -0.23
N (3.7777, -6.7776, -3.4208)  -0.07
C (3.4259, -6.6372, -2.0153)  -0.20
C (2.2078, -5.6893, -1.8632)  -0.23
O (2.1172, -4.9971, -0.6441)  -0.18
C (3.1223, -4.0063, -0.5340)  -0.11
H (3.9490, -6.9683, -7.4408)  0.09
H (3.0870, -8.4531, -7.4689)  0.05
H (4.9149, -8.3915, -7.7278)  0.09
H (5.3035, -6.5364, -5.5118)  0.12
H (6.1158, -8.2019, -5.4067)  0.12
H (5.7875, -7.1364, -3.1337)  0.12
H (4.8836, -8.6385, -3.3657)  0.12
H (3.0422, -7.3074, -3.8836)  0.11
H (4.2785, -6.4050, -1.3798)  0.11
H (3.0798, -7.6196, -1.6603)  0.12
H (1.2630, -6.1996, -2.0571)  0.12
H (2.2195, -4.9979, -2.7194)  0.11
H (2.9601, -3.3189, -1.3673)  0.08
H (4.1254, -4.4352, -0.4509)  0.08
H (3.0421, -3.4730, 0.4155)  0.09
C (5.0670, 6.8177, 3.4263)  -0.10
O (4.3651, 7.0463, 2.2300)  -0.20
C (2.9483, 7.0178, 2.2729)  -0.21
C (2.4878, 7.9524, 1.1836)  -0.22
N (1.0673, 8.0152, 0.9698)  -0.08
C (0.6047, 8.7759, -0.1735)  -0.20
C (-0.9027, 8.8573, -0.1212)  -0.24
O (-1.3345, 9.1861, 1.1815)  -0.19
C (-2.7274, 9.3350, 1.3013)  -0.11
H (6.0616, 6.4653, 3.1713)  0.09
H (4.4995, 6.0859, 4.0166)  0.06
H (5.1442, 7.6817, 4.0974)  0.09
H (2.6166, 7.3572, 3.2626)  0.12
H (2.6478, 5.9814, 2.0927)  0.11
H (3.0353, 7.6071, 0.2930)  0.12
H (2.8989, 8.9775, 1.1945)  0.12
H (0.4909, 8.1186, 1.7882)  0.11
H (0.8485, 8.1832, -1.0583)  0.12
H (1.0762, 9.7652, -0.0672)  0.12
H (-1.3114, 7.8802, -0.4048)  0.12
H (-1.2376, 9.5440, -0.9068)  0.12
H (-3.0081, 9.3988, 2.3517)  0.09
H (-3.2575, 8.4479, 0.9375)  0.09
H (-3.0955, 10.2242, 0.7861)  0.09
C (-0.3584, 4.4545, 0.5482)  -0.14
O (-1.0694, 3.2668, 0.4299)  -0.20
C (-2.0078, 3.2449, -0.6180)  -0.22
C (-2.8508, 1.9566, -0.6293)  -0.18
N (-1.9560, 0.7913, -0.7474)  -0.05
C (-1.4583, 0.5497, -2.1155)  -0.20
C (-0.1646, -0.2499, -1.9983)  -0.24
O (0.7707, 0.3990, -1.1762)  -0.17
C (2.0210, -0.2435, -1.2382)  -0.11
H (0.3599, 4.4594, 1.3684)  0.08
H (-1.0008, 5.2712, 0.9272)  0.08
H (0.0558, 4.8877, -0.3670)  0.09
H (-1.4513, 3.3369, -1.5581)  0.11
H (-2.6742, 4.1186, -0.5708)  0.12
H (-3.4529, 2.0144, -1.5397)  0.12
H (-3.5407, 1.9448, 0.2105)  0.09
H (-1.1155, 1.0338, -0.2291)  0.08
H (-1.2514, 1.5270, -2.5715)  0.11
H (-2.2394, 0.0337, -2.6746)  0.12
H (0.1751, -0.3943, -3.0314)  0.12
H (-0.4188, -1.2367, -1.5967)  0.13
H (2.1248, -1.1592, -0.6469)  0.07
H (2.6994, 0.4473, -0.7304)  0.09
H (2.3603, -0.4104, -2.2629)  0.09
C (3.5861, 2.9743, 2.7710)  -0.09
O (2.7745, 2.9084, 3.9229)  -0.23
C (3.1273, 1.9376, 4.8771)  -0.22
C (2.4775, 2.2290, 6.2281)  -0.21
N (2.9172, 3.4743, 6.8656)  -0.03
C (2.6999, 4.7223, 6.1343)  -0.20
C (1.1978, 4.9886, 5.8460)  -0.22
O (0.3966, 4.5364, 6.9361)  -0.21
C (0.3897, 5.4723, 8.0191)  -0.09
H (4.5396, 3.4106, 3.0736)  0.09
H (3.0401, 3.5025, 1.9884)  0.08
H (3.6578, 1.9756, 2.3153)  0.09
H (4.2035, 1.8791, 5.0970)  0.13
H (2.8346, 0.9789, 4.4319)  0.12
H (2.6105, 1.4333, 6.9676)  0.12
H (1.3803, 2.1513, 6.1198)  0.11
H (2.1278, 3.5270, 7.5155)  0.08
H (3.2417, 4.7629, 5.1954)  0.08
H (2.9663, 5.6033, 6.7280)  0.11
H (0.9841, 4.3786, 4.9588)  0.10
H (0.8969, 5.9664, 5.4585)  0.12
H (0.3197, 6.5034, 7.6762)  0.09
H (1.1446, 5.2813, 8.7866)  0.09
H (-0.5542, 5.1929, 8.5041)  0.09
C (-7.7658, -1.0158, -0.0769)  -0.14
O (-6.9441, -0.5797, 0.9466)  -0.19
C (-7.2055, -1.1525, 2.2200)  -0.21
C (-6.4944, -0.3596, 3.2969)  -0.23
N (-5.1594, 0.0551, 2.9718)  -0.07
C (-4.6365, 1.0701, 3.8612)  -0.20
C (-3.3426, 1.6427, 3.3191)  -0.22
O (-2.9958, 2.7232, 4.1468)  -0.18
C (-1.7676, 3.3341, 3.8503)  -0.10
H (-7.8507, -0.3095, -0.9092)  0.08
H (-8.8072, -1.2059, 0.2081)  0.08
H (-7.3963, -1.9100, -0.5997)  0.09
H (-6.8102, -2.1790, 2.1360)  0.13
H (-8.2853, -1.2637, 2.3639)  0.12
H (-6.3975, -1.0182, 4.1686)  0.12
H (-7.2116, 0.4314, 3.5725)  0.12
H (-5.0517, 0.2427, 1.9849)  0.10
H (-4.4719, 0.6356, 4.8523)  0.12
H (-5.3984, 1.8429, 4.0404)  0.12
H (-3.3581, 1.9315, 2.2603)  0.10
H (-2.5475, 0.8828, 3.2923)  0.13
H (-0.9603, 2.7115, 4.2531)  0.09
H (-1.6668, 4.2715, 4.4055)  0.08
H (-1.6998, 3.6259, 2.8001)  0.07
C (0.7709, -9.7418, -7.6490)  -0.09
O (-0.0791, -9.1828, -6.6668)  -0.19
C (-1.4064, -9.6172, -6.6843)  -0.24
C (-2.0794, -9.3447, -5.3286)  -0.21
N (-2.1581, -7.8997, -5.1400)  -0.08
C (-2.1954, -7.3817, -3.7976)  -0.20
C (-2.3119, -5.8348, -3.7550)  -0.24
O (-1.1143, -5.1653, -4.0199)  -0.19
C (-1.2788, -3.7879, -4.2595)  -0.11
H (0.1743, -10.1928, -8.4506)  0.09
H (1.3591, -10.5446, -7.2005)  0.10
H (1.3477, -8.9401, -8.1064)  0.07
H (-1.5012, -10.7067, -6.7462)  0.12
H (-2.0260, -9.0956, -7.4173)  0.13
H (-1.4853, -9.8186, -4.5297)  0.12
H (-3.0548, -9.8281, -5.2344)  0.11
H (-1.3771, -7.5019, -5.6455)  0.10
H (-1.2003, -7.5664, -3.3580)  0.12
H (-2.9924, -7.7778, -3.1736)  0.12
H (-2.6178, -5.6560, -2.7175)  0.12
H (-3.1086, -5.5463, -4.4484)  0.12
H (-1.6002, -3.2353, -3.3709)  0.08
H (-2.0638, -3.6808, -5.0148)  0.08
H (-0.3900, -3.2829, -4.6296)  0.08

=====

*two*
Computed, not measured: a 6-piece molecular cluster, C36H90N6O12 overall, with ωB97M-V/def2-TZVPD.

The net charge is 0. The HOMO energy comes out at -8.5 eV. The LUMO energy comes out at 0.4333 eV.

Each line ends with the Löwdin charge.
Atoms and positions in Å:
C (-1.1990, -3.0024, -2.4803)  -0.07
O (-1.0278, -1.5907, -2.6374)  -0.21
C (-0.8784, -0.9257, -1.4770)  -0.29
C (0.3211, -1.2925, -0.5847)  -0.19
N (1.6086, -0.8394, -1.1147)  -0.06
C (1.8216, 0.6451, -1.1138)  -0.16
C (3.2934, 0.7845, -1.5327)  -0.23
O (3.4860, 2.1083, -1.9992)  -0.23
C (3.1854, 2.3001, -3.4549)  -0.03
H (-1.5606, -3.4339, -3.4136)  0.09
H (-1.9568, -3.1458, -1.7101)  0.09
H (-0.2211, -3.4158, -2.2334)  0.09
H (-1.7199, -1.1060, -0.8080)  0.10
H (-1.0085, 0.1294, -1.7174)  0.12
H (0.2687, -2.3710, -0.4354)  0.11
H (0.2388, -0.6828, 0.3150)  0.10
H (1.4889, -1.1377, -2.0722)  0.09
H (1.6323, 1.0378, -0.1148)  0.11
H (1.1769, 1.0746, -1.8806)  0.10
H (3.6134, 0.0932, -2.3123)  0.11
H (3.9598, 0.5971, -0.6908)  0.12
H (3.9308, 1.6655, -3.9342)  0.08
H (3.4058, 3.3355, -3.7143)  0.09
H (2.2021, 1.8854, -3.6767)  0.06
C (3.9216, 11.2116, 3.9547)  -0.12
O (3.6886, 9.8104, 3.9135)  -0.22
C (4.6442, 8.9322, 3.2275)  -0.17
C (3.9860, 7.5493, 3.0464)  -0.19
N (2.8675, 7.8558, 2.1272)  -0.08
C (1.8729, 6.8072, 2.1383)  -0.21
C (2.3207, 5.5183, 1.5402)  -0.30
O (2.1570, 4.3889, 2.2780)  -0.16
C (2.8066, 3.2396, 1.6208)  -0.05
H (3.1169, 11.7325, 4.4736)  0.08
H (3.9293, 11.6660, 2.9640)  0.08
H (4.7731, 11.5743, 4.5304)  0.08
H (5.5809, 8.7938, 3.7675)  0.11
H (4.8144, 9.4190, 2.2672)  0.12
H (3.6405, 7.0828, 3.9689)  0.13
H (4.6443, 6.9489, 2.4186)  0.11
H (2.5983, 8.7318, 2.5517)  0.09
H (1.2099, 7.3057, 1.4312)  0.12
H (1.3880, 6.6446, 3.1009)  0.13
H (3.3531, 5.5961, 1.1993)  0.12
H (1.6793, 5.4334, 0.6630)  0.12
H (2.5343, 3.2177, 0.5656)  0.07
H (2.5140, 2.2382, 1.9365)  0.07
H (3.8880, 3.2327, 1.7569)  0.09
C (0.9962, -0.1668, 3.4933)  -0.12
O (2.3289, 0.0601, 3.8157)  -0.14
C (2.5039, 1.1244, 4.6207)  -0.30
C (3.8651, 1.6878, 4.8706)  -0.20
N (4.5643, 0.8204, 5.8115)  -0.05
C (5.7849, 1.4672, 6.2196)  -0.26
C (6.6855, 0.7545, 7.1732)  -0.18
O (7.3116, -0.3453, 6.3936)  -0.23
C (8.0798, -1.3224, 7.1692)  -0.08
H (0.4005, -0.8176, 4.1334)  0.09
H (0.9038, -0.6438, 2.5175)  0.07
H (0.3654, 0.7199, 3.4304)  0.09
H (2.0780, 0.8100, 5.5735)  0.13
H (1.9075, 1.9681, 4.2734)  0.11
H (3.8044, 2.5800, 5.4938)  0.12
H (4.3935, 1.9147, 3.9447)  0.12
H (5.0567, 0.1715, 5.2144)  0.11
H (5.5207, 2.4392, 6.6360)  0.12
H (6.4123, 1.5845, 5.3360)  0.12
H (6.1249, 0.3363, 8.0092)  0.12
H (7.4683, 1.4235, 7.5306)  0.12
H (8.5917, -2.2102, 6.7978)  0.08
H (7.4495, -1.6929, 7.9775)  0.07
H (8.7552, -0.6049, 7.6351)  0.07
C (1.5788, -0.3795, -5.5845)  -0.13
O (1.8089, -0.3548, -6.9735)  -0.19
C (2.5486, -1.4890, -7.5022)  -0.18
C (1.8062, -2.8483, -7.4986)  -0.22
N (2.4968, -3.7646, -8.3788)  -0.06
C (1.8417, -5.0592, -8.5533)  -0.21
C (0.5252, -5.0145, -9.2934)  -0.20
O (0.7262, -4.3718, -10.5866)  -0.23
C (-0.4861, -4.1893, -11.3650)  -0.08
H (0.9147, -1.1958, -5.3001)  0.08
H (1.0797, 0.4720, -5.1221)  0.08
H (2.5320, -0.4344, -5.0588)  0.08
H (3.5518, -1.5766, -7.0851)  0.12
H (2.6075, -1.1635, -8.5408)  0.12
H (0.7937, -2.6431, -7.8464)  0.11
H (1.6783, -3.1349, -6.4548)  0.11
H (2.6077, -3.4255, -9.3236)  0.10
H (1.8013, -5.6196, -7.6192)  0.12
H (2.5181, -5.6798, -9.1410)  0.12
H (-0.2219, -4.4005, -8.7904)  0.11
H (0.1906, -6.0111, -9.5815)  0.12
H (0.0077, -4.1088, -12.3334)  0.09
H (-0.9990, -3.2569, -11.1291)  0.08
H (-1.0968, -5.0921, -11.3782)  0.08
C (-2.3586, -2.6443, 9.3107)  -0.12
O (-3.0262, -1.9190, 8.3063)  -0.19
C (-4.4118, -2.1227, 8.3662)  -0.26
C (-5.0184, -1.2740, 7.3053)  -0.21
N (-4.9836, -1.8295, 5.9393)  -0.03
C (-3.6768, -2.2777, 5.5254)  -0.23
C (-3.5663, -2.3927, 4.0285)  -0.22
O (-3.7170, -1.1795, 3.2519)  -0.18
C (-3.6907, -1.4643, 1.8581)  -0.12
H (-1.2881, -2.4508, 9.2428)  0.09
H (-2.4677, -3.7211, 9.4394)  0.09
H (-2.6591, -2.1495, 10.2343)  0.08
H (-4.7398, -1.8025, 9.3551)  0.12
H (-4.7844, -3.1395, 8.2416)  0.13
H (-4.7889, -0.2183, 7.4496)  0.12
H (-6.0551, -1.2373, 7.6400)  0.11
H (-5.5216, -1.2967, 5.2709)  0.11
H (-3.3338, -3.1845, 6.0235)  0.12
H (-2.8613, -1.5969, 5.7696)  0.12
H (-4.2027, -3.1494, 3.5697)  0.12
H (-2.5447, -2.7729, 4.0293)  0.12
H (-3.7766, -0.5691, 1.2422)  0.09
H (-4.5079, -2.1682, 1.7004)  0.08
H (-2.8330, -2.0470, 1.5219)  0.07
C (-10.3386, -4.8674, -3.6560)  -0.16
O (-9.3228, -4.3859, -4.4756)  -0.20
C (-8.2880, -3.6952, -3.6715)  -0.16
C (-7.2476, -3.1139, -4.7082)  -0.18
N (-6.1153, -2.6189, -3.8925)  -0.07
C (-4.8570, -2.2660, -4.5817)  -0.21
C (-3.9336, -1.4367, -3.6930)  -0.20
O (-4.6775, -0.2484, -3.4035)  -0.20
C (-3.9727, 0.9687, -3.6790)  -0.10
H (-9.9850, -5.5980, -2.9285)  0.08
H (-10.9939, -5.4164, -4.3323)  0.09
H (-10.8575, -4.1488, -3.0217)  0.08
H (-7.7936, -4.5314, -3.1772)  0.11
H (-8.6344, -2.9017, -3.0093)  0.12
H (-7.7479, -2.4119, -5.3753)  0.11
H (-6.7853, -3.8501, -5.3656)  0.11
H (-6.2230, -1.8170, -3.2880)  0.09
H (-4.9970, -1.8996, -5.5987)  0.12
H (-4.3698, -3.1982, -4.8679)  0.10
H (-3.0995, -1.2874, -4.3787)  0.12
H (-3.6252, -1.7668, -2.7011)  0.12
H (-4.5933, 1.7648, -3.2676)  0.08
H (-3.8557, 1.3598, -4.6897)  0.09
H (-3.0276, 1.0144, -3.1380)  0.08

=====

Relative energies, in kcal/mol, with the most stable structure set to zero: *one* 0.0; *two* 78.8.